Record 1
The following is a DFT calculation (ωB97M-V with the def2-TZVPD basis set) of C61H57BrN2O4P2ReSb as an isolated structure.

Output
<S²>: 0.76
Energy above the lowest of the compared OMol25 structures with the same formula, charge and spin (kJ/mol): 82.5
HOMO energy (spin up / spin down) (eV): -9.783 / -9.783
Total charge: +1
Spin multiplicity: 2
Frontier orbital gap (spin up / spin down) (eV): 5.46 / 5.66

```
129
C61H57BrN2O4P2ReSb (ωB97M-V with the def2-TZVPD basis set)
Re -0.74094 0.20989 -1.07765
C -0.95239 3.53602 -1.02162
P -0.35084 2.28837 0.15403
C -1.52420 2.24188 1.52164
C -1.16906 1.47989 2.63914
C -2.02245 1.40106 3.72510
C -3.24303 2.06818 3.69411
C -3.61387 2.79687 2.57140
C -2.76176 2.88222 1.47888
C 1.13088 3.12080 0.79016
C 2.25778 3.19248 -0.03050
C 3.36304 3.91998 0.36994
C 3.35694 4.57635 1.59507
C 2.24208 4.50643 2.41673
C 1.12587 3.78167 2.01746
C -1.95280 2.87841 -1.89618
C -2.94053 3.37654 -2.66996
C -3.51056 2.27554 -3.41819
C -2.84359 1.15504 -3.07036
C -2.95307 -0.23588 -3.59215
P -1.94043 -1.36164 -2.54461
C -3.24893 -2.40983 -1.85289
C -3.94914 -3.29737 -2.67414
C -5.00867 -4.02519 -2.15646
C -5.38676 -3.86309 -0.82697
C -4.71309 -2.96237 -0.01620
C -3.64669 -2.23364 -0.52827
C -0.97069 -2.35586 -3.70975
C -0.92740 -3.74758 -3.66726
C -0.11213 -4.44328 -4.55019
C 0.66462 -3.75693 -5.47449
C 0.63653 -2.36836 -5.50924
C -0.16864 -1.66859 -4.62417
N -1.87521 1.48891 -2.10163
H -1.34522 4.41152 -0.50921
H -0.08110 3.85014 -1.60023
H -0.22199 0.94779 2.64960
H -1.73891 0.81652 4.59213
H -3.90647 2.01920 4.54925
H -4.57088 3.30469 2.54713
H -3.06610 3.43957 0.60005
H 2.26592 2.69167 -0.99070
H 4.23634 3.97417 -0.26992
H 4.22708 5.14118 1.90700
H 2.23275 5.01753 3.37252
H 0.25245 3.74459 2.65485
H -3.23474 4.41617 -2.72542
H -4.31840 2.33202 -4.13670
H -3.98614 -0.57276 -3.56340
H -2.61203 -0.29568 -4.62585
H -3.66774 -3.41403 -3.71440
H -5.54963 -4.71477 -2.79358
H -6.21745 -4.43331 -0.42740
H -5.01490 -2.81586 1.01452
H -3.13394 -1.52431 0.11006
H -1.52533 -4.29525 -2.95020
H -0.08362 -5.52569 -4.51398
H 1.29984 -4.30445 -6.16082
H 1.24683 -1.83188 -6.22591
H -0.16251 -0.58373 -4.62815
N 0.90280 -3.16304 -0.95622
C -0.33428 -3.68932 -0.38573
C -0.51983 -3.29146 1.08155
C -1.04518 -1.89388 1.30376
O -1.80137 -1.61792 2.18218
O -0.60794 -0.92812 0.42107
H 1.02783 -3.47386 -1.91477
H 0.93677 -2.15906 -0.96814
H -0.27121 -4.77568 -0.43794
H -1.23088 -3.38559 -0.93191
H 0.43431 -3.36683 1.60121
H -1.22881 -3.95458 1.57073
Br 6.59783 1.89994 -5.49681
C 5.07585 1.42029 -4.48707
C 5.12617 0.29972 -3.67334
C 4.02040 -0.02943 -2.90641
C 2.87385 0.75318 -2.96971
C 2.82635 1.86431 -3.80933
C 3.93467 2.20842 -4.56578
C 1.68958 0.37575 -2.16709
O 1.78664 -0.28954 -1.11448
O 0.53856 0.76196 -2.61962
H 6.01890 -0.31267 -3.63926
H 4.04067 -0.89929 -2.25674
H 1.92491 2.46244 -3.86533
H 3.91911 3.07482 -5.21410
C 5.21269 -2.54557 3.78653
C 5.07738 -1.06831 4.06793
C 5.86684 -0.51063 5.07844
C 5.80512 0.83889 5.39757
C 4.94150 1.66807 4.70003
C 4.14254 1.13019 3.69822
C 4.18993 -0.22028 3.37011
Sb 2.79985 -0.94026 1.85183
C 4.50646 -1.66501 0.69087
C 5.34546 -0.57692 0.44724
C 6.49017 -0.71577 -0.32696
C 6.78749 -1.95067 -0.88684
C 5.96085 -3.03677 -0.63707
C 4.81392 -2.92316 0.15746
C 4.00920 -4.15330 0.47150
C 1.81380 -2.21551 3.34522
C 1.83296 -3.61296 3.28584
C 1.16733 -4.38055 4.23345
C 0.48094 -3.75491 5.26259
C 0.48156 -2.37096 5.34342
C 1.12894 -1.57638 4.39113
C 1.08335 -0.07539 4.57312
H 6.02638 -2.97290 4.37434
H 5.42647 -2.72166 2.73219
H 4.29405 -3.07501 4.04567
H 6.54329 -1.15955 5.62697
H 6.42851 1.23859 6.18982
H 4.88315 2.72643 4.93650
H 3.46198 1.77276 3.16526
H 5.10980 0.39355 0.87918
H 7.13336 0.14129 -0.50204
H 7.66970 -2.07423 -1.50684
H 6.21212 -4.00859 -1.05412
H 4.18653 -4.93955 -0.26806
H 2.94842 -3.92783 0.47172
H 4.30539 -4.54937 1.45124
H 2.38780 -4.11443 2.50195
H 1.18174 -5.46420 4.16210
H -0.05258 -4.34306 6.00067
H -0.03094 -1.88040 6.16677
H 0.14424 0.22263 5.04590
H 1.17985 0.46317 3.63041
H 1.90094 0.25180 5.21700
```

Results of the Löwdin charge analysis, in e, for atoms 1 through 4:
1 Re 1.419
2 C -0.235
3 P 1.004
4 C -0.361

Record 2
The following is a DFT calculation (ωB97M-V with the def2-TZVPD basis set) of a 12-piece molecular cluster, C3H29O12 overall.

Output
Energy above the lowest of the compared OMol25 structures with the same formula, charge and spin (kJ/mol): 56.3
HOMO energy (eV): -5.437
Total charge: -1
Spin multiplicity: 1
Frontier orbital gap (eV): 7.75

```
44
C3H29O12 (ωB97M-V with the def2-TZVPD basis set)
C 0.87084 -0.86603 -0.40757
C 0.94519 0.27001 0.61505
C 1.64198 1.55740 0.07220
O -0.38521 0.58779 1.00107
H 0.35724 -1.77018 -0.01371
H 1.85002 -1.08061 -0.71394
H 0.28586 -0.64436 -1.29052
H 1.54626 -0.11478 1.40624
H 0.93626 2.07222 -0.55540
H 2.62934 1.24032 -0.35041
H 1.85816 2.26981 0.88099
O 0.21528 -4.71247 -0.42637
H 0.30388 -4.96658 0.50023
H -0.68258 -4.41109 -0.56539
O -1.72211 0.93161 -1.35221
H -1.83775 -0.01036 -1.49535
H -1.03680 0.98171 -0.65457
O -2.10882 -3.51976 -0.41835
H -2.96820 -3.24765 -0.14718
H -1.73134 -2.64167 -0.19438
O 0.62441 -2.85288 2.64493
H 1.04047 -3.63715 3.03080
H 1.19887 -2.46523 1.96914
O -0.74032 0.90217 3.48968
H -0.58478 0.05213 3.89153
H -0.51808 0.81026 2.55930
O -1.71410 -1.60390 1.43070
H -1.01251 -2.19868 1.69546
H -1.28520 -0.82808 1.07437
O 1.09589 4.60272 0.81640
H 0.84081 5.40023 1.29786
H 1.68245 4.14902 1.39403
O 0.42254 4.40432 -1.87273
H 0.83335 4.44943 -0.99973
H 0.69380 3.49092 -2.14834
O 0.19866 -3.36648 -2.93560
H 0.62912 -3.65569 -2.14215
H -0.72830 -3.71857 -3.00767
O -1.00471 3.09469 0.99365
H -0.74720 2.14877 1.14035
H -0.15877 3.49272 0.75144
O -0.63421 2.16045 -3.57545
H -0.96303 1.41876 -3.03455
H -0.13667 1.82476 -4.35380
```

Results of the natural (NBO) charge analysis, in e, for atoms 1 through 4:
1 C -0.641
2 C 0.111
3 C -0.631
4 O -0.960